*P*
Density functional theory data (wB97M-V/def2-TZVPD) for the molecule C5H7BrO.

* structure (SMILES): C[C@]1(Br)CCC1=O
* HOMO level: -9.6 eV
* HOMO-LUMO gap: 10.17 eV

ORCA input file:
```
! wB97M-V def2-TZVPD RIJCOSX def2/J DEFGRID3
* xyz 0 1
C 0.245 0.821 1.615
C 0.615 0.147 0.132
Br 2.456 0.332 -0.098
C -0.212 0.537 -1.123
C -0.846 -0.848 -1.147
C 0.038 -1.216 0.071
O 0.358 -2.252 0.612
H 0.498 1.827 1.429
H 0.774 0.248 2.466
H -0.752 0.717 1.792
H 0.269 0.895 -1.937
H -1.091 1.296 -0.837
H -0.403 -1.412 -1.879
H -1.950 -1.091 -1.097
*
```

---

*Q*
Density functional theory data (wB97M-V/def2-TZVPD) for the molecule C5H7BrO.

* HOMO level: -8.5 eV
* HOMO-LUMO gap: 9.34 eV

ORCA input file:
```
! wB97M-V def2-TZVPD RIJCOSX def2/J DEFGRID3
* xyz 0 1
C -0.897 0.048 1.075
C 0.297 0.618 1.220
C -1.273 -0.861 0.009
C -0.309 -0.648 -1.100
C 1.056 0.569 -0.033
O 1.275 1.767 -0.557
Br 2.714 -0.505 -0.135
H -1.354 0.030 1.989
H 0.756 1.182 2.041
H -1.267 -1.843 0.374
H -2.296 -0.783 -0.292
H 0.316 -1.483 -1.321
H -0.653 0.103 -1.828
H 1.636 1.807 -1.442
*
```

---

Most stable to least stable, the ends of the list are *P* and *Q*.

---

*P*
Density functional theory data (wB97M-V/def2-TZVPD) for the ion C5H11N with charge +1.

* HOMO level (alpha / beta): -14.8 / -14.2 eV
* HOMO-LUMO gap (alpha / beta): 10.39 / 5.72 eV

ORCA input file:
```
! wB97M-V def2-TZVPD RIJCOSX def2/J DEFGRID3
* xyz 1 2
C -1.308 -0.490 1.169
C 0.252 -0.527 1.096
C 0.746 0.632 0.014
C -0.047 0.528 -1.253
C -0.357 1.622 -1.979
N 0.749 -1.814 0.771
H -1.632 -0.293 0.152
H -1.633 -1.509 1.374
H -1.794 0.130 1.911
H 0.593 -0.278 2.100
H 1.772 0.392 -0.264
H 0.658 1.566 0.557
H 0.442 -0.283 -1.804
H -0.073 1.764 -3.021
H -0.906 2.478 -1.605
H 0.802 -2.006 -0.231
H 1.736 -1.911 1.012
*
```

---

*Q*
Density functional theory data (wB97M-V/def2-TZVPD) for the ion C5H11N with charge +1.

* HOMO level (alpha / beta): -15.4 / -15.6 eV
* HOMO-LUMO gap (alpha / beta): 11.45 / 7.82 eV

ORCA input file:
```
! wB97M-V def2-TZVPD RIJCOSX def2/J DEFGRID3
* xyz 1 2
C -1.608 1.376 -0.601
C -1.147 0.618 0.618
C -0.499 -0.819 0.214
C 1.038 -0.682 -0.034
C 1.742 0.451 -0.411
N 1.656 -1.805 0.442
H -1.874 2.470 -0.253
H -2.485 0.899 -1.017
H -0.684 1.494 -1.207
H -0.353 1.028 1.229
H -1.968 0.515 1.351
H -0.462 -1.761 0.817
H -1.103 -1.085 -0.600
H 1.196 1.376 -0.512
H 2.755 0.293 -0.492
H 1.200 -2.743 0.101
H 2.597 -1.624 0.355
*
```

---

Most stable to least stable, the ends of the list are *Q* and *P*.

---

*P*
Density functional theory data (wB97M-V/def2-TZVPD) for a cluster of 3 separate species, CH3Cl2N3O in total.

* structure (SMILES): [H]/N=N/Cl.N=C=O.Cl
* HOMO level: -10.4 eV
* HOMO-LUMO gap: 10.36 eV

ORCA input file:
```
! wB97M-V def2-TZVPD RIJCOSX def2/J DEFGRID3
* xyz 0 1
H -0.830 0.300 1.453
N 0.170 0.710 1.288
N 0.915 -0.209 1.001
Cl 2.498 0.341 0.568
N -1.296 -1.186 -0.460
C -0.239 -1.466 -0.910
O 0.802 -1.642 -1.322
H -2.134 -1.735 -0.736
Cl -0.342 2.949 -0.612
H 0.455 1.938 -0.269
*
```

---

*Q*
Density functional theory data (wB97M-V/def2-TZVPD) for a cluster of 2 separate species, CH3Cl2N3O in total.

* HOMO level (alpha / beta): -8.6 / -9.5 eV
* HOMO-LUMO gap (alpha / beta): 7.38 / 8.23 eV

ORCA input file:
```
! wB97M-V def2-TZVPD RIJCOSX def2/J DEFGRID3
* xyz 0 1
C 0.852 0.573 -0.484
N -1.846 0.029 -0.437
N 1.500 -0.010 0.360
N -0.909 0.019 0.629
O 0.490 1.270 -1.387
Cl 3.529 0.202 0.654
Cl -0.876 -1.420 1.518
H -2.393 -0.812 -0.735
H -1.442 0.645 -1.213
H 1.095 -0.497 1.095
*
```

---

Most stable to least stable, the ends of the list are *P* and *Q*.

---

*P*
Density functional theory data (wB97M-V/def2-TZVPD) for the molecule C18H20N2O3S.

* structure (SMILES): CCS(=O)(=O)c1ccc2oc(NC(C)(C)c3ccccc3)nc2c1
* HOMO level: -8.1 eV
* HOMO-LUMO gap: 8.67 eV

ORCA input file:
```
! wB97M-V def2-TZVPD RIJCOSX def2/J DEFGRID3
* xyz 0 1
C 4.434 2.748 -4.810
C 4.773 1.837 -3.687
S 3.981 0.192 -4.042
O 4.653 -0.965 -3.427
O 3.679 -0.039 -5.456
C 2.412 0.399 -3.109
C 1.151 0.520 -3.828
C -0.055 0.441 -3.200
C -0.070 0.478 -1.753
O -1.080 0.457 -0.900
C -0.479 0.164 0.304
N -0.997 -0.275 1.460
C -2.167 -0.027 2.240
C -1.899 1.295 2.911
C -3.409 0.179 1.380
C -2.313 -1.211 3.170
C -2.289 -2.372 2.569
C -2.562 -3.585 3.325
C -2.967 -3.458 4.652
C -2.819 -2.201 5.321
C -2.524 -1.052 4.563
N 0.834 0.269 0.382
C 1.131 0.380 -0.972
C 2.387 0.319 -1.668
H 4.597 2.327 -5.751
H 4.961 3.664 -4.642
H 3.300 3.031 -4.738
H 4.403 2.238 -2.762
H 5.869 1.601 -3.573
H 1.262 0.561 -4.814
H -0.976 0.433 -3.790
H -0.207 -0.500 2.096
H -2.885 1.637 3.289
H -1.537 1.994 2.140
H -1.125 1.295 3.664
H -4.336 -0.023 1.900
H -3.401 -0.596 0.701
H -3.553 1.120 0.893
H -2.110 -2.500 1.502
H -2.498 -4.456 2.884
H -3.023 -4.310 5.324
H -3.241 -2.081 6.341
H -2.545 -0.072 5.029
H 3.244 0.144 -1.117
*
```

---

*Q*
Density functional theory data (wB97M-V/def2-TZVPD) for the molecule C18H20N2O3S.

* structure (SMILES): O=C(CCC(=O)N1CCN(c2ccc(O)cc2)CC1)c1cccs1
* HOMO level: -7.4 eV
* HOMO-LUMO gap: 7.39 eV

ORCA input file:
```
! wB97M-V def2-TZVPD RIJCOSX def2/J DEFGRID3
* xyz 0 1
O 2.969 2.021 -2.093
C 3.281 0.848 -2.079
C 2.304 -0.227 -1.649
C 2.510 -0.495 -0.149
C 1.428 -1.425 0.379
O 1.632 -2.620 0.489
N 0.241 -0.873 0.717
C -0.182 0.502 0.573
C -1.408 0.552 -0.359
N -2.487 -0.287 0.106
C -3.433 0.212 1.004
C -4.584 -0.535 1.271
C -5.571 -0.061 2.110
C -5.453 1.190 2.702
O -6.405 1.698 3.539
C -4.326 1.954 2.430
C -3.334 1.472 1.600
C -2.030 -1.654 0.247
C -0.827 -1.728 1.199
C 4.628 0.411 -2.418
C 5.683 1.231 -2.747
C 6.863 0.526 -3.023
C 6.700 -0.823 -2.905
S 5.110 -1.257 -2.458
H 1.293 0.140 -1.832
H 2.456 -1.152 -2.206
H 2.535 0.443 0.408
H 3.462 -1.008 -0.003
H 0.610 1.127 0.170
H -0.462 0.882 1.563
H -1.757 1.576 -0.482
H -1.112 0.175 -1.346
H -4.724 -1.497 0.802
H -6.449 -0.665 2.298
H -7.128 1.066 3.624
H -4.236 2.928 2.884
H -2.475 2.101 1.427
H -2.827 -2.288 0.629
H -1.732 -2.022 -0.740
H -0.439 -2.746 1.258
H -1.133 -1.392 2.197
H 5.585 2.301 -2.780
H 7.792 0.991 -3.298
H 7.432 -1.592 -3.058
*
```

---

Most stable to least stable, the ends of the list are *Q* and *P*.

---

*P*
Density functional theory data (wB97M-V/def2-TZVPD) for the ion C2H4NO2 with charge -1.

* structure (SMILES): O=NCC[O-]
* HOMO level: -2.7 eV
* HOMO-LUMO gap: 7.44 eV

ORCA input file:
```
! wB97M-V def2-TZVPD RIJCOSX def2/J DEFGRID3
* xyz -1 1
O -0.525 -1.594 1.393
N -0.875 -1.071 0.310
C -0.353 0.380 0.418
C 0.542 0.310 -0.747
O 0.700 -1.216 -0.778
H 0.088 0.516 1.390
H -1.210 1.078 0.321
H 0.138 0.619 -1.836
H 1.495 0.977 -0.472
*
```

---

*Q*
Density functional theory data (wB97M-V/def2-TZVPD) for a cluster of 2 separate species, C2H4NO2 in total.

* HOMO level: -3.0 eV
* HOMO-LUMO gap: 7.00 eV

ORCA input file:
```
! wB97M-V def2-TZVPD RIJCOSX def2/J DEFGRID3
* xyz -1 1
C -1.977 -0.149 0.424
C -1.040 0.083 -0.456
N 2.892 0.610 -0.101
O 4.088 0.159 -0.096
O 1.924 -0.113 0.309
H -1.641 -0.308 1.515
H -3.069 -0.314 0.272
H -1.204 0.190 -1.633
H 0.028 -0.158 -0.234
*
```

---

*R*
Density functional theory data (wB97M-V/def2-TZVPD) for the ion C2H4NO2 with charge -1.

* structure (SMILES): [O-]N[C@@H]1CO1
* HOMO level: -1.7 eV
* HOMO-LUMO gap: 5.99 eV

ORCA input file:
```
! wB97M-V def2-TZVPD RIJCOSX def2/J DEFGRID3
* xyz -1 1
O -2.092 1.493 0.529
N -1.756 0.118 0.788
C -0.303 0.162 0.730
C 0.698 -0.275 -0.199
O 0.529 -1.070 0.934
H -2.178 -0.504 -0.038
H 0.142 1.059 1.222
H 0.608 -0.799 -1.222
H 1.641 0.307 -0.149
*
```

---

Most stable to least stable, the ends of the list are *Q* and *P*.

---

*P*
Density functional theory data (wB97M-V/def2-TZVPD) for the molecule C8H10N2OS.

* structure (SMILES): NC(=S)Nc1ccccc1CO
* HOMO level: -8.7 eV
* HOMO-LUMO gap: 9.00 eV

ORCA input file:
```
! wB97M-V def2-TZVPD RIJCOSX def2/J DEFGRID3
* xyz 0 1
N 2.781 -1.953 1.289
C 1.619 -1.126 1.378
S 0.534 -1.234 2.644
N 1.511 -0.308 0.265
C 0.370 0.478 -0.026
C 0.615 1.864 -0.215
C -0.393 2.744 -0.554
C -1.619 2.189 -0.959
C -1.855 0.871 -0.921
C -0.802 -0.012 -0.584
C -1.190 -1.427 -0.655
O -2.228 -1.690 0.211
H 2.887 -2.473 2.181
H 2.987 -2.535 0.342
H 2.431 0.192 -0.067
H 1.622 2.314 0.098
H -0.263 3.854 -0.641
H -2.318 2.936 -1.275
H -2.795 0.492 -1.378
H -1.628 -1.610 -1.686
H -0.339 -2.135 -0.580
H -1.928 -1.431 1.131
*
```

---

*Q*
Density functional theory data (wB97M-V/def2-TZVPD) for the molecule C8H10N2OS.

* HOMO level: -8.1 eV
* HOMO-LUMO gap: 8.65 eV

ORCA input file:
```
! wB97M-V def2-TZVPD RIJCOSX def2/J DEFGRID3
* xyz 0 1
C 0.736 -1.775 -0.218
C -1.044 -0.734 1.052
C 0.165 -2.979 0.103
C -1.684 -1.999 1.270
C 0.102 -0.604 0.269
C -1.053 -3.216 0.875
C -0.277 1.398 -0.795
C 2.172 2.973 -0.611
N -0.108 4.466 -0.730
N 0.532 0.711 -0.134
O -1.448 -4.468 1.121
S 0.540 3.191 -1.434
H 1.607 -1.832 -0.804
H -1.568 0.208 1.446
H 0.807 -3.917 -0.216
H -2.649 -1.882 1.740
H -1.284 1.290 -1.290
H 2.698 2.443 -1.355
H 2.026 2.257 0.180
H 2.743 3.946 -0.396
H -0.579 4.984 -1.455
H -2.433 -4.461 1.382
*
```

---

Most stable to least stable, the ends of the list are *P* and *Q*.

---

*P*
Density functional theory data (wB97M-V/def2-TZVPD) for a cluster of 2 separate species, CH5NO2Si in total.

* HOMO level (alpha / beta): -9.4 / -7.9 eV
* HOMO-LUMO gap (alpha / beta): 8.33 / 6.27 eV

ORCA input file:
```
! wB97M-V def2-TZVPD RIJCOSX def2/J DEFGRID3
* xyz 0 1
C 1.376 -0.360 -0.255
N -1.700 0.326 1.455
O -2.397 -0.603 1.720
O -1.434 1.290 2.128
Si -0.163 0.098 -1.177
H 2.054 -1.203 -0.627
H 2.102 0.417 -0.234
H 1.037 -0.444 0.783
H -0.444 -1.069 -2.071
H -0.431 1.548 -1.723
*
```

---

*Q*
Density functional theory data (wB97M-V/def2-TZVPD) for the molecule CH5NO2Si.

* structure (SMILES): O=[N+]([O-])C[SiH3]
* HOMO level: -10.9 eV
* HOMO-LUMO gap: 11.02 eV

ORCA input file:
```
! wB97M-V def2-TZVPD RIJCOSX def2/J DEFGRID3
* xyz 0 1
O -0.466 -0.966 -1.511
N -0.262 -1.337 -0.392
O -0.490 -2.436 0.023
C 0.348 -0.387 0.509
Si 0.016 1.346 -0.231
H -0.160 -0.534 1.490
H 1.427 -0.944 0.990
H 0.484 1.486 -1.622
H -1.362 1.430 -0.209
H 0.467 2.343 0.954
*
```

---

Most stable to least stable, the ends of the list are *Q* and *P*.

---

*P*
Density functional theory data (wB97M-V/def2-TZVPD) for the molecule C2H5N3OS.

* structure (SMILES): [H]/N=C/N(O)C(N)=S
* HOMO level: -8.5 eV
* HOMO-LUMO gap: 8.78 eV

ORCA input file:
```
! wB97M-V def2-TZVPD RIJCOSX def2/J DEFGRID3
* xyz 0 1
H 1.559 2.470 1.569
N 0.665 1.992 1.249
C 0.845 0.714 1.095
N 0.057 -0.165 0.416
O 0.781 -1.318 -0.100
C -0.990 0.099 -0.605
N -1.201 -1.006 -1.422
S -1.979 1.310 -0.539
H 1.717 0.217 1.404
H 0.811 -2.000 0.749
H -1.917 -0.804 -2.160
H -0.348 -1.508 -1.656
*
```

---

*Q*
Density functional theory data (wB97M-V/def2-TZVPD) for a cluster of 2 separate species, C2H5N3OS in total.

* structure (SMILES): N/C(O)=N/S.C#N
* HOMO level: -7.9 eV
* HOMO-LUMO gap: 8.58 eV

ORCA input file:
```
! wB97M-V def2-TZVPD RIJCOSX def2/J DEFGRID3
* xyz 0 1
N 1.785 0.402 -0.611
C 0.840 -0.591 -0.481
O 1.453 -1.722 -0.114
N -0.363 -0.368 -0.660
S -1.665 -1.437 -0.689
H 1.710 0.947 -1.464
H 2.653 0.057 -0.412
H 0.887 -2.423 0.405
H -2.518 -0.465 -1.051
C -1.302 2.309 1.110
N -1.539 1.314 0.639
H -1.013 3.084 1.701
*
```

---

Most stable to least stable, the ends of the list are *Q* and *P*.